[1]
Entry from OMol25: an isolated molecule of C19H18N4O6S (ωB97M-V with the def2-TZVPD basis set).

XYZ file:
```
48
Properties=species:S:1:pos:R:3:forces:R:3
O 1.081526 3.232294 1.783763 -0.1 -0.1 -0.1
C 0.838573 2.688887 0.739489 0.1 0.2 0.4
O 1.771843 2.405867 -0.192156 -0.1 -0.2 -0.3
C 3.119334 2.689073 0.129060 0.3 0.5 0.4
N 3.863130 1.456055 0.232105 0.5 0.0 -0.9
N 3.635948 0.744572 1.344920 -0.8 0.7 0.7
N 4.170556 -0.350798 1.543481 -0.1 -0.7 0.8
C 5.034080 -0.898140 0.622759 0.6 0.2 -1.2
C 5.618256 -2.141336 0.886013 -0.1 0.2 0.0
C 6.485610 -2.689367 -0.031644 -0.1 0.0 0.1
C 6.786222 -2.019507 -1.218530 0.0 0.1 -0.1
C 6.217830 -0.794852 -1.493178 0.0 0.1 0.0
C 5.337820 -0.223708 -0.574322 0.0 -0.4 0.4
C 4.706639 1.070487 -0.819628 -0.1 0.0 0.2
O 4.863928 1.776838 -1.789294 0.1 0.0 -0.2
C -0.519671 2.270156 0.308470 -0.3 -0.1 -0.1
C -0.750404 1.685520 -0.935544 0.0 0.1 0.2
C -2.034772 1.306899 -1.284587 0.0 0.0 -0.2
C -3.071644 1.519137 -0.394850 -0.6 -0.2 -0.2
S -4.713713 0.919715 -0.808832 0.0 -0.3 0.1
O -5.681772 1.650621 -0.050702 0.2 0.0 0.3
O -4.837829 0.846654 -2.232329 0.3 -0.1 0.0
N -4.724274 -0.644165 -0.236924 -0.2 0.9 -0.4
C -3.885093 -1.593163 -0.930033 0.2 -0.5 -0.3
C -4.337263 -3.002273 -0.535867 0.1 0.2 -0.3
O -4.286017 -3.174263 0.861148 0.1 -0.1 0.1
C -5.115237 -2.245316 1.520054 0.0 0.3 0.1
C -4.692717 -0.808947 1.197628 -0.1 -0.2 0.6
C -2.858570 2.103267 0.840167 -0.1 0.1 0.1
C -1.576935 2.484233 1.192579 0.2 0.0 -0.1
H 3.552906 3.270398 -0.690643 -0.1 -0.2 0.3
H 3.159107 3.222271 1.086511 0.0 -0.2 -0.3
H 5.372140 -2.641139 1.809024 0.0 -0.1 0.1
H 6.940474 -3.648439 0.166265 0.0 -0.1 0.0
H 7.469799 -2.466141 -1.924499 0.1 0.0 -0.1
H 6.433895 -0.256762 -2.403374 0.0 0.0 -0.1
H 0.072056 1.535432 -1.616500 0.0 0.0 -0.1
H -2.255179 0.867278 -2.244554 0.1 0.0 -0.1
H -4.012827 -1.423893 -1.998559 0.1 -0.2 0.0
H -2.826681 -1.459889 -0.654107 -0.1 0.0 0.0
H -3.672800 -3.755561 -0.961491 -0.1 0.1 -0.1
H -5.362702 -3.164530 -0.896972 0.1 0.0 0.0
H -5.013825 -2.448179 2.587072 -0.1 0.1 -0.1
H -6.160210 -2.390425 1.211536 0.0 0.0 0.1
H -5.389913 -0.089406 1.625175 0.0 -0.1 0.2
H -3.680471 -0.629227 1.593737 -0.1 0.0 0.0
H -3.701461 2.266912 1.492681 0.0 0.1 0.1
H -1.369702 2.946862 2.145474 0.0 0.0 0.1
```
Forces are in eV/Å.

Gap between HOMO and LUMO ... 9.34 eV
Total charge ... 0
Highest occupied orbital energy ... -9.65 eV
SMILES ... O=C(OCn1nnc2ccccc2c1=O)c1ccc(S(=O)(=O)N2CCOCC2)cc1
LUMO energy ... -0.3 eV

***

[2]
Entry from OMol25: an isolated molecule of C3H4NOP (ωB97M-V with the def2-TZVPD basis set).

XYZ file:
```
10
Properties=species:S:1:pos:R:3:forces:R:3
C 1.901003 0.031518 1.374920 -3.8 -0.1 -0.5
C 1.065765 0.465869 0.330928 -0.6 -0.5 -1.5
C -1.525784 -0.158343 -0.471282 -0.2 1.3 0.2
N 0.614972 -0.112123 1.550994 2.6 0.0 1.1
O 0.456570 0.487904 -2.427836 0.2 1.4 -3.3
P 0.234102 -0.115519 -1.152798 -0.6 -1.0 4.3
H 2.790528 -0.290801 1.797788 1.5 -0.2 0.8
H -2.161586 -0.736133 -1.209240 0.6 0.7 1.2
H -1.851953 0.947064 -0.407199 0.2 -1.7 -0.4
H -1.523616 -0.519436 0.613725 -0.1 0.1 -1.8
```
Forces are in eV/Å.

Gap between HOMO and LUMO (alpha / beta) ... 7.57 / 7.58 eV
Total charge ... 0
Highest occupied orbital energy (alpha / beta) ... -8.01 / -8.01 eV
LUMO energy (alpha / beta) ... -0.4 / -0.4 eV

***

Computed values of energy above the lowest of the compared OMol25 structures with the same formula, charge and spin (unit: eV) for the preceding records, in sequence: 1.521, 3.081.